# C4H3NO

A structure of composition C4H3NO in a non-equilibrium geometry (ωB97M-V/def2-TZVPD, the Open Molecules 2025 dataset).

Calculated values
total energy: -284.07637 Eh
spin multiplicity: 1
net charge: 0

Last column: natural (NBO) charge in e.
CARTESIAN COORDINATES (ANGSTROEM)
C -0.71118 -0.56267 -0.22051  -0.346
C 0.29669 -1.36025 0.31856  -0.483
C -0.54446 0.68341 0.05583  0.371
C 1.23642 -0.45270 0.17890  0.678
N -0.81809 1.89472 0.29302  -0.616
O 2.10607 0.23043 -0.14654  -0.472
H -1.43790 -0.82824 -1.00639  0.240
H 0.22771 -2.28832 0.68605  0.245
H -0.35527 2.68362 -0.15892  0.383

Force components x, y, z for each atom (eV/Å):
-3.505 -0.318 -1.741
1.831 1.419 -0.293
-2.830 6.424 0.222
1.656 -1.939 0.150
0.295 -2.756 -0.191
1.430 0.932 -0.077
0.385 -0.094 0.362
0.144 -3.048 1.467
0.594 -0.620 0.099